Density functional theory data (wB97M-V/def2-TZVPD) for 2 unconnected molecules or ions with the total composition C3H6N2S at a distorted geometry.

Geometry as XYZ:
```
12
Properties=species:S:1:pos:R:3:mulliken_charge:R:1
S -2.25108 0.17162 -0.16014 -0.0909
N 1.15236 0.10559 0.25514 -0.3660
N -0.28257 1.72571 -0.30039 -0.4871
C 1.23595 -0.90022 -0.49801 -0.3235
C -1.57658 -1.21354 0.34496 -0.6114
C 0.80500 1.39691 0.17834 0.0219
H 1.39390 2.16113 0.73035 0.3144
H 1.14178 -1.09160 -1.58204 0.2863
H -1.10209 -1.23860 1.26242 0.3423
H -0.46386 2.68031 0.08739 0.2279
H 1.38361 -1.77344 -0.00880 0.3882
H -1.43642 -2.02388 -0.30924 0.2977
```

As for the molecular weight: 102.162 g mol⁻¹. The total energy comes out at -17020.1736 eV. Its energy above the lowest of the compared OMol25 structures with the same formula, charge and spin is 373.2 kJ/mol. For the HOMO-LUMO gap, the calculation gives 8.5 eV. The LUMO energy comes out at 0.39 eV. As for the SMILES: [H]/N=C/N=C.C=S. The value obtained for the highest occupied orbital energy is -8.13 eV.